## P
A single C6H10O3 molecule. Source: OMol25; level of theory: ωB97M-V/def2-TZVPD.

XYZ file:
```
19
Properties=species:S:1:pos:R:3:mulliken_charge:R:1
C -0.84 0.51 -1.58 -1.294
C -0.52 -0.18 -0.28 1.608
C -1.59 -1.12 0.20 -1.548
C 0.82 -0.33 0.16 -0.087
C 1.46 -1.56 0.74 -1.387
C 1.31 0.95 0.50 0.367
O 2.35 1.55 0.59 -0.594
O -0.06 1.59 0.72 -0.223
O -0.11 3.01 0.31 -0.389
H -1.79 1.04 -1.53 0.330
H -0.92 -0.26 -2.36 0.371
H -0.07 1.22 -1.87 0.370
H -1.60 -2.01 -0.44 0.346
H -2.57 -0.65 0.12 0.422
H -1.42 -1.44 1.23 0.370
H 2.52 -1.38 0.94 0.393
H 0.99 -1.86 1.68 0.292
H 1.38 -2.41 0.05 0.333
H 0.66 3.34 0.82 0.321
```

Results
Highest occupied orbital energy ... -8.423 eV
Frontier orbital gap ... 8.6 eV
Net charge ... 0

---

## Q
2 unconnected molecules or ions with the total composition C6H10O3. Source: OMol25; level of theory: ωB97M-V/def2-TZVPD.

XYZ file:
```
19
Properties=species:S:1:pos:R:3:mulliken_charge:R:1
C -0.81 -0.29 0.02 0.807
C -0.44 -1.56 -0.71 -1.659
C -0.98 -0.58 1.51 -1.443
C -0.02 1.63 0.21 0.919
C 1.53 0.52 -0.96 0.230
C 1.25 1.71 -0.29 -1.213
O -2.00 0.15 -0.57 -0.604
O 2.70 -0.12 -0.80 -0.451
O -0.84 2.30 0.76 -0.560
H -2.27 0.98 -0.14 0.388
H 3.18 0.26 -0.05 0.380
H 0.98 0.14 -1.80 0.476
H 1.94 2.54 -0.14 0.457
H -1.24 -2.29 -0.61 0.437
H -0.36 -1.42 -1.79 0.396
H 0.47 -2.00 -0.32 0.377
H -0.01 -0.82 1.94 0.309
H -1.67 -1.41 1.66 0.397
H -1.43 0.25 2.06 0.355
```

Results
Highest occupied orbital energy ... -7.725 eV
Frontier orbital gap ... 7.4 eV
Net charge ... 0

---

In kJ/mol, relative to the most stable structure: P 80.7; Q 0.0.

---

## P
A single FHN2O3 molecule. Source: OMol25; level of theory: ωB97M-V/def2-TZVPD.

XYZ file:
```
7
Properties=species:S:1:pos:R:3:mulliken_charge:R:1
O 0.02 -1.50 0.13 -0.567
N 0.81 -0.64 -0.04 1.060
O 1.95 -0.61 0.00 -0.482
N -0.12 0.78 -0.48 0.101
O -1.35 0.37 -0.45 -0.244
F 0.30 1.76 0.54 -0.210
H -1.60 -0.15 0.30 0.342
```

Results
Highest occupied orbital energy ... -10.852 eV
Frontier orbital gap ... 10.9 eV
Net charge ... 0

---

## Q
A single FHN2O3 molecule. Source: OMol25; level of theory: ωB97M-V/def2-TZVPD.

XYZ file:
```
7
Properties=species:S:1:pos:R:3:mulliken_charge:R:1
O 0.88 1.40 0.65 -0.530
N 1.01 0.44 0.00 1.109
O 1.91 -0.20 -0.31 -0.521
N -0.36 -0.01 -0.56 0.168
O -1.26 0.25 0.49 -0.349
F -0.23 -1.48 -0.58 -0.240
H -1.95 -0.40 0.31 0.363
```

Results
Highest occupied orbital energy ... -11.168 eV
Frontier orbital gap ... 11.2 eV
Net charge ... 0

---

In kJ/mol, relative to the most stable structure: P 21.6; Q 0.0.

---

## P
A single C3H6N4O molecule. Source: OMol25; level of theory: ωB97M-V/def2-TZVPD.

XYZ file:
```
14
Properties=species:S:1:pos:R:3:mulliken_charge:R:1
N -0.84 -1.47 1.90 -0.569
C -0.09 -0.64 1.06 0.202
C -0.53 0.01 -0.04 -0.642
N 0.53 0.64 -0.60 0.411
N 0.60 1.27 -1.86 -0.774
N 1.75 0.41 0.13 -0.246
C 1.36 -0.29 1.30 0.629
O 2.16 -0.68 2.13 -0.668
H -1.59 -1.04 2.32 0.213
H -0.26 -1.89 2.55 0.238
H -1.49 0.13 -0.54 0.451
H -0.19 1.92 -1.95 0.247
H 0.65 0.68 -2.70 0.231
H 2.51 1.00 0.04 0.275
```

Results
Highest occupied orbital energy ... -7.417 eV
Frontier orbital gap ... 8.1 eV
Net charge ... 0

---

## Q
3 unconnected molecules or ions with the total composition C3H6N4O. Source: OMol25; level of theory: ωB97M-V/def2-TZVPD.

XYZ file:
```
14
Properties=species:S:1:pos:R:3:mulliken_charge:R:1
C -1.75 0.53 0.00 -0.407
C -0.20 0.42 0.26 0.497
C 1.91 -0.34 0.18 0.403
H -3.04 -1.20 0.94 0.227
H -1.21 -1.68 -0.54 0.321
H -2.71 0.98 0.73 0.323
H -1.90 1.10 -0.80 0.326
H 3.15 -1.89 0.03 0.309
H 2.22 1.51 -0.86 0.319
N -2.36 -0.71 -0.37 -0.675
N 0.52 -0.65 0.61 -0.541
N 3.04 -0.74 -0.31 -0.587
N 1.85 1.18 0.17 -0.274
O 0.47 1.49 -0.03 -0.241
```

Results
Highest occupied orbital energy ... -9.666 eV
Frontier orbital gap ... 9.5 eV
Net charge ... 0

---

In kJ/mol, relative to the most stable structure: P 0.0; Q 670.1.

---

## P
A single C3H6N4O molecule. Source: OMol25; level of theory: ωB97M-V/def2-TZVPD.

XYZ file:
```
14
Properties=species:S:1:pos:R:3:mulliken_charge:R:1
H -1.01 2.62 -0.72 0.255
N -0.66 1.99 0.08 -0.638
C -0.03 0.98 -0.69 0.357
C -0.26 0.09 -1.71 -0.396
C -0.20 -1.13 -1.21 -0.217
N 0.46 -1.19 -0.03 0.057
O -0.48 -1.52 0.89 -0.501
N 0.94 0.25 0.27 -0.241
N 0.53 0.50 1.73 -0.687
H -0.64 0.18 -2.72 0.379
H -0.69 -2.00 -1.56 0.419
H -0.26 -1.51 1.89 0.402
H -0.59 1.00 1.40 0.484
H 1.14 1.41 1.80 0.326
```

Results
Highest occupied orbital energy ... -8.855 eV
Frontier orbital gap ... 8.8 eV
Net charge ... 0

---

## Q
A single C3H6N4O molecule. Source: OMol25; level of theory: ωB97M-V/def2-TZVPD.

XYZ file:
```
14
Properties=species:S:1:pos:R:3:mulliken_charge:R:1
O 0.83 2.59 -0.82 -0.381
N -0.30 1.72 -1.05 -0.312
C -0.21 0.50 -0.27 0.411
N 0.89 0.21 0.29 -0.436
C 0.90 -0.98 1.06 -0.258
C -0.11 -1.95 0.55 -0.178
N -1.24 -1.60 -0.01 -0.674
N -1.33 -0.24 -0.28 0.042
H 1.10 2.76 -1.72 0.340
H -1.03 2.38 -0.74 0.280
H 1.87 -1.57 1.15 0.267
H 0.67 -0.86 2.17 0.188
H 0.01 -3.03 0.63 0.408
H -2.05 0.06 -0.96 0.303
```

Results
Highest occupied orbital energy ... -8.785 eV
Frontier orbital gap ... 9.7 eV
Net charge ... 0

---

In kJ/mol, relative to the most stable structure: P 423.4; Q 0.0.

---

## P
2 unconnected molecules or ions with the total composition C3H6N4O. Source: OMol25; level of theory: ωB97M-V/def2-TZVPD.

XYZ file:
```
14
Properties=species:S:1:pos:R:3:mulliken_charge:R:1
C 2.45 0.95 -0.40 -0.112
N 3.40 0.02 -0.38 -0.326
N 2.73 -1.11 -0.04 -0.393
N 1.51 -0.90 0.20 -0.087
N 1.29 0.44 -0.04 0.238
H 2.50 1.94 -0.66 0.460
H 0.34 0.71 0.20 0.316
C -1.91 -0.89 -0.12 -1.135
C -2.21 0.47 0.48 0.240
O -1.43 1.41 0.42 -0.596
H -2.82 -1.55 -0.11 0.285
H -1.26 -0.90 -0.95 0.396
H -1.28 -1.36 0.53 0.409
H -3.32 0.77 0.86 0.303
```

Results
Highest occupied orbital energy ... -10.721 eV
Frontier orbital gap ... 11.1 eV
Net charge ... 0

---

## Q
A single C3H6N4O molecule. Source: OMol25; level of theory: ωB97M-V/def2-TZVPD.

XYZ file:
```
14
Properties=species:S:1:pos:R:3:mulliken_charge:R:1
C -1.73 -0.33 0.03 0.502
C -1.13 1.97 0.09 -0.775
C 1.96 -1.39 -0.01 -0.624
N -0.23 -2.02 -0.07 -0.870
N 0.49 0.16 0.03 -0.960
N -0.83 0.56 0.14 0.430
N 0.61 -1.13 0.05 1.008
O -2.88 -0.54 -0.04 -0.386
H -2.09 2.48 0.57 0.268
H -0.26 2.58 0.45 0.303
H -1.10 2.22 -1.04 0.307
H 2.50 -0.65 -0.66 0.295
H 2.05 -2.46 -0.47 0.248
H 2.65 -1.45 0.93 0.255
```

Results
Highest occupied orbital energy ... -8.323 eV
Frontier orbital gap ... 8.9 eV
Net charge ... 0

---

## R
A single C3H6N4O molecule. Source: OMol25; level of theory: ωB97M-V/def2-TZVPD.

XYZ file:
```
14
Properties=species:S:1:pos:R:3:mulliken_charge:R:1
N 2.06 -0.83 1.66 -0.529
C 1.05 -0.39 0.87 0.560
N 0.32 0.65 1.09 -0.669
C -0.59 0.65 0.03 0.606
N -1.62 1.56 -0.11 -0.592
C -0.29 -0.34 -0.85 -0.061
N -0.75 -0.74 -2.03 -0.491
O 0.85 -1.03 -0.28 -0.416
H 2.93 -1.02 1.15 0.257
H 2.31 -0.10 2.36 0.307
H -2.54 1.16 0.13 0.236
H -1.42 2.42 0.43 0.293
H -1.69 -0.30 -2.16 0.252
H -0.62 -1.70 -2.30 0.246
```

Results
Highest occupied orbital energy ... -6.917 eV
Frontier orbital gap ... 7.8 eV
Net charge ... 0

---

## S
A single C3H6N4O molecule. Source: OMol25; level of theory: ωB97M-V/def2-TZVPD.

XYZ file:
```
14
Properties=species:S:1:pos:R:3:mulliken_charge:R:1
H 0.28 3.10 0.12 0.251
N 0.74 2.29 -0.19 -0.733
C 0.16 1.30 0.25 0.587
O -0.87 1.20 1.10 -0.432
C -1.27 -0.16 1.17 -0.609
C -0.45 -0.84 0.35 0.550
N -0.55 -2.18 -0.10 -0.517
N 0.47 0.02 -0.11 0.198
N 1.44 -0.09 -1.17 -0.814
H -1.90 -0.60 1.88 0.432
H -0.22 -2.19 -1.17 0.288
H -1.37 -2.67 0.28 0.229
H 2.30 0.09 -0.68 0.275
H 1.23 0.73 -1.74 0.295
```

Results
Highest occupied orbital energy ... -7.618 eV
Frontier orbital gap ... 8.5 eV
Net charge ... 0

---

In kJ/mol, relative to the most stable structure: P 198.3; Q 540.7; R 0.0; S 175.4.

---

## P
2 unconnected molecules or ions with the total composition C3H6N4O. Source: OMol25; level of theory: ωB97M-V/def2-TZVPD.

XYZ file:
```
14
Properties=species:S:1:pos:R:3:mulliken_charge:R:1
H 0.70 -1.85 -1.61 0.279
N 0.93 -0.88 -1.62 -0.599
C -0.11 -0.21 -1.35 0.451
C -0.18 1.24 -1.22 -0.415
N -1.45 1.55 -1.16 0.545
O -2.03 2.64 -1.05 -0.683
C -2.19 0.22 -1.25 -0.118
N -1.44 -0.79 -1.25 -0.491
H 0.63 1.82 -1.20 0.549
H -3.24 0.33 -1.21 0.432
N 2.10 -1.05 0.91 -0.682
H 1.82 -0.24 1.54 0.255
H 3.12 -1.05 0.79 0.230
H 1.60 -0.59 0.10 0.247
```

Results
Highest occupied orbital energy (spin up / spin down) ... -9.677 / -9.679 eV
Frontier orbital gap (spin up / spin down) ... 8.3 / 8.3 eV
Net charge ... 0

---

## Q
A single C3H6N4O molecule. Source: OMol25; level of theory: ωB97M-V/def2-TZVPD.

XYZ file:
```
14
Properties=species:S:1:pos:R:3:mulliken_charge:R:1
H -1.19 -2.13 -0.44 0.170
N -0.54 -1.28 -0.40 -0.644
C -1.35 -0.34 -0.01 0.481
N -2.67 -0.37 0.13 -0.447
N -0.91 0.96 0.38 -0.043
N 0.16 1.58 -0.21 -0.568
C 1.27 0.85 -0.32 0.011
C 1.73 -0.48 0.42 0.041
O 2.93 -0.67 0.02 -0.517
H -3.18 0.46 -0.19 0.228
H -3.05 -1.29 -0.21 0.239
H -1.68 1.59 0.36 0.310
H 2.15 1.39 -0.76 0.367
H 1.24 -1.06 1.22 0.371
```

Results
Highest occupied orbital energy ... -9.197 eV
Frontier orbital gap ... 9.5 eV
Net charge ... 0

---

## R
A single C3H6N4O molecule. Source: OMol25; level of theory: ωB97M-V/def2-TZVPD.

XYZ file:
```
14
Properties=species:S:1:pos:R:3:mulliken_charge:R:1
O -2.44 -0.39 0.24 -0.514
N -1.69 0.58 -0.49 -0.067
C -0.49 0.38 -0.04 0.223
N 0.37 1.43 -0.16 -0.518
C 1.59 0.88 0.36 -0.269
C 2.01 -0.41 -0.12 -0.074
N 1.18 -1.31 -0.18 -0.667
N -0.14 -1.06 0.08 0.006
H -2.04 -0.75 1.29 0.391
H -1.87 1.53 0.22 0.415
H 2.58 1.29 -0.31 0.219
H 1.77 1.03 1.45 0.238
H 3.17 -0.75 -0.09 0.304
H -0.84 -1.72 -0.40 0.313
```

Results
Highest occupied orbital energy ... -9.099 eV
Frontier orbital gap ... 9.2 eV
Net charge ... 0

---

## S
A single C3H6N4O molecule. Source: OMol25; level of theory: ωB97M-V/def2-TZVPD.

XYZ file:
```
14
Properties=species:S:1:pos:R:3:mulliken_charge:R:1
H 0.23 2.41 -0.44 0.284
N 0.99 1.89 0.24 -0.563
C 0.85 0.71 -0.01 0.470
N 1.64 -0.26 0.55 -0.548
C 1.15 -1.38 0.17 0.297
O 0.05 -1.27 -0.62 -0.358
N -0.26 0.23 -0.79 -0.022
N -1.34 0.55 -0.31 -0.218
C -2.05 -0.31 0.72 -0.716
H 1.61 -2.44 0.11 0.307
H -2.15 0.75 -1.01 0.275
H -1.96 -1.44 0.43 0.256
H -1.75 -0.26 1.98 0.224
H -3.18 0.06 0.71 0.311
```

Results
Highest occupied orbital energy ... -9.467 eV
Frontier orbital gap ... 10.1 eV
Net charge ... 0

---

In kJ/mol, relative to the most stable structure: P 89.9; Q 0.0; R 433.6; S 253.0.